1.
Entry from the OMol25 dataset: one molecule with the formula C8H8O3 (ωB97M-V/def2-TZVPD).

## Properties
E_HOMO ... -8.6484 eV
Molecular weight ... 152.1 g mol⁻¹
Kohn-Sham gap ... 0.3061 Eh
Net charge ... 0
LUMO level ... -0.318 eV
Structure (SMILES) ... Cc1ccc(/C=C\C(=O)O)o1

Each line ends with the Löwdin charge.
Positions of all 19 atoms, in Å:
O (1.7561, -1.5093, 0.0230)  0.1442
O (-0.8563, -0.4218, 0.0200)  0.0263
O (3.7444, -0.5535, -0.2091)  0.0573
C (-1.5921, 1.7301, -0.0386)  0.0104
C (0.8630, 1.4777, -0.0209)  -0.0102
C (-0.4628, 0.9533, -0.1249)  -0.2201
C (-2.1988, -0.4635, 0.0715)  -0.3684
C (2.0992, 0.9261, 0.2185)  -0.0070
C (-2.6663, 0.7714, -0.0417)  -0.0678
C (2.5407, -0.4365, 0.0996)  -0.5201
C (-3.0121, -1.8032, -0.0008)  -0.0171
H (-1.7633, 2.7968, -0.1876)  0.1257
H (3.0072, 1.5813, 0.2667)  0.1359
H (0.8588, -1.2009, 0.1520)  0.0685
H (-4.1488, -1.3762, -0.4897)  0.1585
H (0.7664, 2.6082, 0.1610)  0.1480
H (-3.1117, -2.1692, 1.1829)  0.1361
H (-2.4470, -2.3606, -0.7844)  0.0711
H (-3.7395, 1.0651, 0.0524)  0.1286



2.
Entry from the OMol25 dataset: one molecule with the formula C8H8O3 (ωB97M-V/def2-TZVPD).

## Properties
E_HOMO ... -8.9759 eV
Molecular weight ... 152.1 g mol⁻¹
Kohn-Sham gap ... 0.3479 Eh
Net charge ... 0
LUMO level ... 0.491 eV
Structure (SMILES) ... Cc1cc(O)cc(C(=O)O)c1

Each line ends with the Löwdin charge.
Positions of all 19 atoms, in Å:
O (-0.3615, -2.7604, -1.2753)  0.0645
O (2.3216, -0.1503, 2.0700)  0.1035
O (1.9864, 1.9188, 1.2999)  0.1363
C (0.5760, -1.0852, -0.0086)  0.0297
C (-0.4733, 1.1037, 0.1246)  0.0198
C (-0.4461, -1.4999, -0.8358)  -0.3288
C (0.5489, 0.2227, 0.4680)  -0.1344
C (-1.4548, -0.6217, -1.2476)  0.0227
C (-1.5082, 0.6659, -0.7224)  -0.2577
C (1.6716, 0.7690, 1.2991)  -0.4742
C (-2.6121, 1.6072, -1.1233)  -0.0529
H (1.8511, -0.9949, 2.0862)  0.0999
H (-0.4913, 2.0821, 0.5839)  0.1253
H (-2.2787, -0.9449, -1.9065)  0.1294
H (-1.1319, -3.0003, -1.8270)  0.1247
H (-3.4475, 1.5033, -0.3858)  0.0961
H (-3.0603, 1.4027, -2.1155)  0.0848
H (-2.2740, 2.6399, -1.0519)  0.0755
H (1.4484, -1.7226, 0.1358)  0.1357



3.
Entry from the OMol25 dataset: one molecule with the formula C8H8O3 (ωB97M-V/def2-TZVPD).

## Properties
E_HOMO ... -8.6040 eV
Molecular weight ... 152.1 g mol⁻¹
Kohn-Sham gap ... 0.3394 Eh
Net charge ... 0
LUMO level ... 0.631 eV
Structure (SMILES) ... O=C(O)COc1ccccc1

Each line ends with the Löwdin charge.
Positions of all 19 atoms, in Å:
O (0.5016, 0.0923, -1.5899)  -0.0523
O (-3.1184, -0.0926, -1.6536)  0.0854
O (-2.1294, 1.8223, -1.2457)  0.1122
C (-0.1885, -0.0841, 0.6111)  -0.0068
C (2.2608, -0.0788, 0.1634)  -0.0170
C (-0.8011, -0.1775, -2.0329)  -0.0987
C (2.5040, -0.1783, 1.5543)  -0.0671
C (1.3529, -0.3903, 2.3987)  -0.1255
C (0.0296, -0.2611, 1.9940)  -0.0852
C (0.9300, -0.0621, -0.2794)  -0.2204
C (-2.0131, 0.6744, -1.5985)  -0.5125
H (-0.9241, -1.2134, -1.8989)  0.1270
H (3.4784, -0.0396, 2.0679)  0.1089
H (-0.6957, -0.2677, 2.8643)  0.1245
H (-1.2128, 0.2163, 0.2821)  0.1058
H (3.1476, 0.0838, -0.4755)  0.1184
H (1.5192, -0.5148, 3.4847)  0.0961
H (-3.9682, 0.4126, -1.5508)  0.1550
H (-0.6726, 0.0587, -3.0950)  0.1524



Energies relative to the minimum, kcal/mol: 1 73.1; 2 0.0; 3 40.7



1.
Entry from the OMol25 dataset: one molecule with the formula C7H8N2O (ωB97M-V/def2-TZVPD).

## Properties
E_HOMO (spin up / spin down) ... -7.8146 / -7.8995 eV
Molecular weight ... 136.2 g mol⁻¹
Kohn-Sham gap (spin up / spin down) ... 0.2699 / 0.2907 Eh
Net charge ... 0
LUMO level (spin up / spin down) ... -0.471 / 0.012 eV

Each line ends with the Löwdin charge.
Positions of all 18 atoms, in Å:
O (-0.0321, -0.1823, -2.8311)  0.0233
N (-0.7656, 1.8862, 1.5426)  0.0355
N (-1.8370, 1.0127, 0.9795)  0.0189
C (0.0044, 1.3212, -0.8193)  0.1287
C (0.5563, -1.1743, 0.6789)  -0.1479
C (-0.3549, -0.8211, -0.4214)  -0.1855
C (1.0571, 0.1690, 1.2617)  0.0848
C (0.3884, -0.0471, -1.5754)  -0.3583
C (0.2060, 1.1778, 0.7075)  -0.3712
C (-1.0163, 0.5142, -0.0678)  -0.2871
H (1.4339, -0.3385, -1.6038)  0.1484
H (-0.9149, -1.5890, -0.8385)  0.1229
H (-0.9794, 0.0666, -2.8395)  0.1228
H (0.0301, -1.6595, 1.5288)  0.1361
H (-2.7894, 1.4713, 0.5610)  0.1800
H (1.5135, 0.2257, 2.2525)  0.1069
H (1.2721, -1.9266, 0.3808)  0.1092
H (-0.8220, 2.9319, 1.3559)  0.1325



2.
Entry from the OMol25 dataset: one molecule with the formula C7H8N2O (ωB97M-V/def2-TZVPD).

## Properties
E_HOMO ... -7.8650 eV
Molecular weight ... 136.2 g mol⁻¹
Kohn-Sham gap ... 0.3144 Eh
Net charge ... 0
LUMO level ... 0.689 eV
Structure (SMILES) ... O[C@H]1[C@@H]2C=C[C@H]1c1[nH][nH]c12

Each line ends with the Löwdin charge.
Positions of all 18 atoms, in Å:
O (-1.5892, -1.1919, 1.1737)  -0.0001
N (0.1716, -0.6076, -2.3597)  0.0251
N (-0.7129, 0.5986, -2.2915)  0.0165
C (-0.4626, -0.4129, 1.2653)  -0.3104
C (0.7186, -0.9785, 0.4058)  -0.1346
C (1.0520, 1.3168, 0.7604)  -0.0797
C (-0.5163, 0.5209, -0.8494)  -0.2207
C (-0.4093, 1.0121, 0.5056)  -0.1716
C (0.1555, -0.6410, -0.9154)  -0.2115
C (1.7674, 0.1937, 0.7949)  -0.0289
H (1.2166, -2.0235, 0.5353)  0.1646
H (-1.0252, 1.7576, 0.8627)  0.1108
H (2.8871, -0.0352, 0.9982)  0.1310
H (-2.4083, -0.6480, 1.3804)  0.1434
H (-1.7548, 0.2503, -2.5549)  0.1616
H (-0.1297, -0.2237, 2.2828)  0.1433
H (1.4425, 2.4256, 0.8768)  0.1466
H (-0.4030, -1.3133, -2.8710)  0.1145



Energies relative to the minimum, kcal/mol: 1 52.0; 2 0.0



1.
Entry from the OMol25 dataset: an isolated ion of composition C4H8O3P and charge -1 (ωB97M-V/def2-TZVPD).

## Properties
E_HOMO ... -4.9736 eV
Molecular weight ... 135.1 g mol⁻¹
Kohn-Sham gap ... 0.3244 Eh
Net charge ... -1
LUMO level ... 3.854 eV
Structure (SMILES) ... C[C@H]1O[C@@H]1[P@](C)(=O)[O-]

Each line ends with the Löwdin charge.
Positions of all 16 atoms, in Å:
P (-0.4298, -0.7174, 1.3219)  0.2687
O (-1.5503, -1.5593, 0.7740)  -0.3977
O (-0.5641, 0.1435, 2.5543)  -0.4280
O (0.4795, -0.3331, -1.3862)  -0.0912
C (0.1319, 0.4292, 0.0639)  -0.1696
C (-0.5158, 0.6654, -1.1774)  -0.4850
C (1.0178, -1.9060, 1.6016)  -0.2048
C (-0.3593, 1.9965, -1.8519)  -0.0371
H (0.5611, 2.4165, -1.8338)  0.0406
H (2.0786, -1.6887, 1.8974)  0.0250
H (-0.7198, 1.7753, -2.8693)  0.0877
H (-1.0620, 2.6164, -1.4253)  0.0526
H (0.9467, -2.6947, 0.8002)  0.0242
H (-1.5055, 0.2710, -1.2419)  0.1252
H (0.4330, -2.4509, 2.4965)  0.0597
H (1.0580, 1.0360, 0.2760)  0.1297



2.
Entry from the OMol25 dataset: an isolated ion of composition C4H8O3P and charge -1 (ωB97M-V/def2-TZVPD).

## Properties
E_HOMO (spin up / spin down) ... -4.0272 / -3.5767 eV
Molecular weight ... 135.1 g mol⁻¹
Kohn-Sham gap (spin up / spin down) ... 0.2836 / 0.2654 Eh
Net charge ... -1
LUMO level (spin up / spin down) ... 3.689 / 3.645 eV

Each line ends with the Löwdin charge.
Positions of all 16 atoms, in Å:
P (2.0648, -0.1938, -0.0613)  0.2292
O (3.2151, 0.6491, -0.5528)  -0.4227
O (-0.6156, 0.7460, 0.0382)  -0.1671
O (1.9513, -0.4492, 1.3767)  -0.3864
C (-1.8429, 1.3613, 0.4090)  -0.1143
C (-2.8659, 0.4676, 1.1641)  -0.0910
C (0.6066, 0.7828, -0.6228)  -0.1282
C (1.9768, -1.7769, -1.0412)  -0.1888
H (-3.7013, 1.1599, 1.2278)  0.0579
H (1.2479, -2.5981, -0.6789)  0.0668
H (2.9144, -2.1803, -0.8110)  -0.0070
H (-2.4609, 0.1810, 2.0949)  0.0459
H (-2.0438, 2.2167, -0.0882)  0.0336
H (-3.1399, -0.4524, 0.7035)  0.0474
H (1.9547, -1.6314, -2.0531)  -0.0174
H (0.7388, 1.7178, -1.1049)  0.0423



Energies relative to the minimum, kcal/mol: 1 0.0; 2 58.8